99
Properties=species:S:1:pos:R:3:lowdin_charge:R:1 method="wB97M-V/def2-TZVPD" homo_ev="-5.185 / -5.186" orbital_gap_ha="0.2270 / 0.2271" energy_ev=-142252.766 fmax_ha_per_bohr=0.05081 multiplicity=1 total_charge=-1 lumo_ev="0.99 / 0.99"
W -0.13707 0.00993 -0.75716 1.50
O -2.61188 2.46555 0.91465 0.03
C -1.39759 2.49066 0.82025 -0.48
N -0.71514 1.96558 -0.32794 -0.12
C -0.79576 2.95042 -1.32845 -0.24
C -1.31599 4.23704 -1.17146 -0.02
C -1.36018 5.09173 -2.25567 -0.10
C -0.89259 4.66916 -3.49537 -0.10
C -0.35661 3.40375 -3.65437 -0.01
C -0.29397 2.53549 -2.55372 -0.20
N 0.17469 1.22387 -2.50535 0.00
C 0.78421 0.68050 -3.64193 -0.41
O 1.07542 1.28130 -4.65920 0.07
C 1.01672 -0.75597 -3.43515 -0.24
C 1.12807 -1.62113 -4.45602 0.01
C 1.21562 -3.07651 -4.42404 -0.07
C 1.25094 -3.89607 -3.36644 0.00
C 1.26334 -3.52135 -1.90902 -0.31
N 0.96438 -1.02774 -2.09323 -0.10
C -0.63814 3.32823 1.85386 -0.22
C -1.37680 3.92022 2.87259 0.00
C -0.71632 4.77614 3.74129 -0.05
C 0.63969 5.01230 3.55292 -0.06
C 1.28822 4.36314 2.51031 -0.12
N 0.65867 3.53896 1.68307 0.13
H -1.70213 4.57851 -0.22069 0.11
H -1.77189 6.08492 -2.13207 0.10
H -0.94051 5.33336 -4.34882 0.09
H 0.01438 3.08037 -4.60877 0.09
H 1.12449 -1.14991 -5.43241 0.11
H 1.22586 -3.54673 -5.40070 0.10
H 1.26088 -4.96443 -3.54300 0.12
H 2.28353 -3.20934 -1.66505 0.13
H -2.42984 3.69974 2.96442 0.11
H -1.25359 5.25805 4.54830 0.11
H 1.18701 5.68901 4.19580 0.10
H 2.34994 4.50086 2.33456 0.11
C -3.82925 -0.13163 -2.75129 0.01
C -2.84108 -1.23700 -2.63659 -0.36
N -1.58103 -1.09104 -2.27501 0.02
C -1.02762 -2.34878 -2.20575 -0.14
C -1.95573 -3.28019 -2.55901 -0.05
N -3.09088 -2.53776 -2.83492 0.18
C -2.10411 -4.78151 -2.67595 -0.62
O -1.14521 -5.49138 -2.30274 -0.02
O -3.20744 -5.13690 -3.12617 -0.02
C 0.38848 -2.28930 -1.63709 -0.49
O 0.93910 -4.58755 -1.06708 -0.02
O 0.25915 -1.92649 -0.28869 -0.37
H -3.31593 0.81600 -2.59076 0.08
H -4.60960 -0.22944 -1.99415 0.08
H -4.30395 -0.11476 -3.73288 0.08
H -3.92555 -3.02133 -3.14282 0.16
H 0.10801 -4.99291 -1.43563 0.04
C 2.76625 1.71630 0.01265 -0.22
Si 2.04822 0.10527 0.71934 0.75
C 1.62194 -0.29365 2.61006 -0.60
C 0.98040 -1.69003 2.69292 -0.11
C 0.63108 0.64680 3.30766 -0.12
C 2.87086 -0.27689 3.50516 -0.11
C 3.61398 -1.04850 0.28842 -0.58
C 3.49879 -2.51563 0.73281 -0.10
C 3.94083 -1.04931 -1.22090 -0.11
C 4.89636 -0.47836 0.93404 -0.11
H 3.68496 2.06112 0.49152 0.02
H 2.05462 2.52908 0.02915 -0.02
H 2.99501 1.47294 -1.02654 0.02
H -0.02944 -1.68810 2.29266 0.01
H 0.92540 -1.96277 3.75582 0.09
H 1.51912 -2.47401 2.17329 0.06
H -0.28101 0.79083 2.73140 0.02
H 1.06389 1.61485 3.54541 0.07
H 0.34196 0.18282 4.25984 0.08
H 3.55916 -1.08963 3.28733 0.05
H 2.55323 -0.40137 4.54750 0.08
H 3.41763 0.66742 3.44044 0.08
H 2.57701 -2.99139 0.40590 0.06
H 3.55493 -2.62612 1.81691 0.06
H 4.33620 -3.08638 0.31464 0.08
H 3.08608 -1.25688 -1.85250 0.04
H 4.69474 -1.82019 -1.41531 0.08
H 4.37057 -0.09975 -1.54239 0.07
H 4.88774 -0.46343 2.01811 0.05
H 5.11544 0.52953 0.58833 0.06
H 5.73867 -1.11022 0.62745 0.08
C -3.43831 0.77729 3.48542 -0.20
Si -3.48750 -0.72617 2.39708 0.22
C -2.96819 -2.28049 3.25967 -0.22
C -5.09129 -0.88333 1.48021 -0.22
Se -1.94148 -0.53810 0.73536 0.63
H -4.34779 0.87129 4.08418 0.03
H -3.34543 1.65803 2.84726 0.00
H -2.57781 0.74375 4.15571 0.03
H -3.75437 -2.66325 3.91626 0.03
H -2.07069 -2.10037 3.85362 0.03
H -2.72959 -3.03807 2.51265 0.04
H -5.91598 -1.15215 2.14488 0.03
H -5.00004 -1.64854 0.70835 0.03
H -5.32360 0.06818 0.99877 0.03

91
Properties=species:S:1:pos:R:3:lowdin_charge:R:1 method="wB97M-V/def2-TZVPD" homo_ev=-9.162 orbital_gap_ha=0.2250 energy_ev=-50007.106 fmax_ha_per_bohr=0.01850 multiplicity=1 total_charge=+1 lumo_ev=-3.04
C 2.37074 0.99305 -0.80875 -0.03
C 1.35426 2.09563 -0.75904 -0.26
C 1.72085 3.38149 -1.16164 -0.02
C 0.81794 4.43628 -1.12753 -0.04
C -0.48844 4.22150 -0.69195 -0.02
C -0.85458 2.94490 -0.29697 -0.24
C -2.27057 2.66595 0.14292 -0.08
N -2.84549 1.64826 -0.84576 0.22
C 0.05042 1.87423 -0.31930 -0.04
H 1.92150 0.01445 -0.66641 0.08
H 2.86718 0.98493 -1.77604 0.09
H 3.14962 1.14706 -0.06581 0.09
H 2.72585 3.57567 -1.50320 0.12
H 1.12267 5.42329 -1.43862 0.12
H -1.23142 5.00364 -0.66579 0.12
H -2.88462 3.55704 0.08993 0.12
H -2.31984 2.26528 1.14961 0.12
H -2.79795 0.69905 -0.47105 0.14
H -2.27941 1.65624 -1.69909 0.16
H -3.79460 1.90540 -1.10560 0.14
H -0.23969 0.87436 -0.02202 0.12
N 0.78616 0.91459 2.62491 0.01
C -0.28180 0.65951 3.44630 -0.15
C 0.15570 -0.13046 4.47530 -0.10
C 1.54223 -0.35614 4.26890 -0.10
C 1.90211 0.30263 3.12368 -0.13
H 0.75376 1.46980 1.78931 0.09
H -1.25814 1.06310 3.23307 0.09
H -0.44728 -0.50187 5.28658 0.10
H 2.20033 -0.93512 4.89291 0.08
H 2.85269 0.38638 2.62488 0.11
N -5.86572 3.02054 0.61699 -0.02
C -6.64083 3.88362 -0.12159 -0.14
C -7.59443 4.39549 0.71069 -0.09
C -7.39126 3.82534 1.99855 -0.09
C -6.32023 2.98280 1.91327 -0.14
H -5.09702 2.49417 0.26521 0.07
H -6.44709 4.05479 -1.16729 0.10
H -8.35767 5.10132 0.43104 0.10
H -7.97054 4.01466 2.88594 0.10
H -5.84514 2.36311 2.65492 0.11
N -4.34305 -1.70320 0.88637 0.01
C -5.05654 -0.57568 0.56186 -0.18
C -5.97218 -0.91286 -0.40066 -0.10
C -5.80879 -2.29759 -0.66558 -0.10
C -4.80204 -2.75515 0.14373 -0.12
H -3.60626 -1.75470 1.56673 0.15
H -4.86216 0.36446 1.05408 0.08
H -6.68456 -0.24454 -0.85628 0.10
H -6.37168 -2.89174 -1.36505 0.10
H -4.37797 -3.73807 0.25588 0.12
N 4.99118 -1.94978 5.64624 0.00
C 6.10887 -2.26023 6.37082 -0.13
C 6.93679 -2.99691 5.56857 -0.11
C 6.29418 -3.13445 4.30748 -0.11
C 5.09669 -2.47667 4.38666 -0.15
H 4.21472 -1.41694 5.98971 0.13
H 6.21890 -1.93247 7.38995 0.11
H 7.89613 -3.39347 5.85524 0.07
H 6.66738 -3.65582 3.44128 0.09
H 4.31635 -2.33971 3.65725 0.10
N -2.66965 -0.07811 -5.14676 0.02
C -3.71650 -0.30660 -4.29870 -0.13
C -3.25312 -1.07058 -3.25652 -0.12
C -1.86673 -1.30118 -3.48512 -0.12
C -1.54003 -0.67525 -4.66033 -0.14
H -2.72590 0.44409 -6.00478 0.13
H -4.69788 0.08241 -4.51130 0.11
H -3.84363 -1.42917 -2.42608 0.07
H -1.19228 -1.86929 -2.86568 0.09
H -0.60492 -0.61127 -5.19036 0.11
N -2.13821 0.45439 -8.75776 -0.02
C -2.86195 1.57308 -9.08736 -0.15
C -3.81401 1.19945 -9.99535 -0.11
C -3.66158 -0.19626 -10.22222 -0.10
C -2.62255 -0.62797 -9.44490 -0.14
H -1.36503 0.43324 -8.11997 0.13
H -2.63511 2.53134 -8.65154 0.10
H -4.53915 1.85259 -10.45041 0.09
H -4.24894 -0.81088 -10.88287 0.09
H -2.18735 -1.60469 -9.32183 0.11
N 10.17294 -4.58353 4.75912 0.00
C 10.82004 -3.59902 5.45698 -0.15
C 12.09946 -4.02463 5.69234 -0.11
C 12.23087 -5.31499 5.11063 -0.11
C 11.02674 -5.63067 4.54172 -0.14
H 9.21885 -4.54399 4.45319 0.12
H 10.31667 -2.68535 5.72379 0.10
H 12.85824 -3.47319 6.22143 0.09
H 13.10908 -5.93825 5.11058 0.09
H 10.70545 -6.50613 4.00422 0.10

102
Properties=species:S:1:pos:R:3:lowdin_charge:R:1 method="wB97M-V/def2-TZVPD" homo_ev="-9.824 / -9.824" orbital_gap_ha="0.2637 / 0.2637" energy_ev=-126807.978 fmax_ha_per_bohr=0.00635 multiplicity=1 total_charge=+1 lumo_ev="-2.65 / -2.65"
Ti -1.40138 -0.24464 -2.25935 0.28
C -3.68499 -0.81718 2.63507 -0.04
C -2.26242 -1.02340 2.22936 -0.23
C -1.37887 -1.77862 2.93791 0.07
C -0.05331 -1.96947 2.47497 -0.19
N 0.37110 -1.37183 1.39508 0.21
N -0.49044 -0.61967 0.71261 -0.01
B -0.00922 0.21379 -0.49682 -0.71
N -0.11144 1.73047 -0.08741 -0.04
N 0.04239 2.00966 1.20687 0.19
C 0.00331 3.25762 1.58682 -0.20
C -0.16370 4.29469 0.63866 0.08
C -0.32925 4.00680 -0.68224 -0.23
C -0.54258 5.05574 -1.72534 -0.05
C -0.33042 2.63040 -1.03982 -0.58
S -0.65504 2.07482 -2.64209 0.73
C 0.11592 3.54507 3.07456 -0.54
C -1.20974 4.16238 3.54226 -0.03
C 1.26187 4.53522 3.32142 -0.03
C 0.38214 2.26028 3.85786 -0.05
N 1.51403 -0.05535 -0.71213 0.00
N 2.33427 0.49317 0.18251 0.19
C 3.61058 0.22602 0.12194 -0.19
C 4.10998 -0.67129 -0.85264 0.08
C 3.27400 -1.22602 -1.77378 -0.23
C 3.74032 -2.16186 -2.84072 -0.05
C 1.90034 -0.86047 -1.69884 -0.56
S 0.73434 -1.36194 -2.84138 0.74
C 4.47243 0.92348 1.16839 -0.54
C 5.96253 0.71813 0.89946 -0.06
C 4.15261 2.42306 1.14814 -0.04
C 4.11453 0.34880 2.54539 -0.04
C -1.77925 -0.45798 1.02006 -0.58
S -2.75178 0.37024 -0.12106 0.82
C 0.93992 -2.83428 3.23454 -0.54
C 2.19221 -3.08368 2.39432 -0.05
C 1.32026 -2.08749 4.52140 -0.03
C 0.30068 -4.18297 3.58514 -0.04
H -3.87733 -1.25495 3.61255 0.09
H -4.35118 -1.27538 1.90124 0.09
H -3.92854 0.24595 2.66119 0.08
H -1.69797 -2.25138 3.85768 0.13
H -0.17927 5.32621 0.96676 0.13
H -0.49029 6.05129 -1.28950 0.09
H -1.51522 4.92404 -2.20163 0.09
H 0.20649 4.97118 -2.51370 0.09
H -1.42767 5.09625 3.02087 0.08
H -1.15884 4.38027 4.60992 0.09
H -2.03994 3.47436 3.37111 0.09
H 1.10054 5.48702 2.81334 0.08
H 2.21558 4.12459 2.98507 0.08
H 1.33964 4.74300 4.38934 0.09
H -0.42412 1.53755 3.72616 0.08
H 0.46545 2.50028 4.91888 0.09
H 1.30912 1.78501 3.53409 0.07
H 5.16454 -0.90817 -0.88049 0.12
H 4.80346 -2.36876 -2.73771 0.09
H 3.55339 -1.73285 -3.82687 0.09
H 3.18467 -3.09963 -2.79594 0.09
H 6.25140 1.09022 -0.08583 0.09
H 6.25120 -0.33177 0.97567 0.09
H 6.54028 1.26720 1.64346 0.09
H 4.37803 2.86041 0.17312 0.09
H 4.75256 2.93771 1.90055 0.09
H 3.09735 2.59108 1.36198 0.06
H 4.38640 -0.70651 2.61644 0.08
H 3.04260 0.44356 2.72691 0.06
H 4.65283 0.89040 3.32544 0.09
H 2.68033 -2.14934 2.12092 0.05
H 1.94578 -3.61541 1.47376 0.09
H 2.89266 -3.69230 2.96837 0.09
H 1.80907 -1.13965 4.28730 0.08
H 2.00765 -2.69192 5.11552 0.09
H 0.44269 -1.87485 5.13565 0.09
H -0.03544 -4.70189 2.68559 0.10
H -0.54980 -4.08114 4.26015 0.08
H 1.03725 -4.81322 4.08494 0.09
F -4.59700 -3.90698 -0.20734 0.13
C -5.05601 -3.85424 -1.46930 -0.60
F -4.36837 -4.75544 -2.18572 0.14
F -6.33481 -4.26333 -1.43980 0.14
C -4.93763 -2.46744 -2.04435 -0.11
C -6.06711 -1.77327 -2.43518 0.02
C -5.95117 -0.48356 -2.94104 -0.03
C -4.69069 0.06924 -3.01713 -0.12
N -3.59996 -0.59786 -2.64472 -0.14
C -3.68410 -1.85572 -2.17132 -0.68
S -2.13397 -2.52893 -1.76689 0.69
H -7.03809 -2.23941 -2.34005 0.13
H -6.81819 0.07927 -3.25265 0.11
H -4.53293 1.07820 -3.37981 0.13
C -2.83825 -1.85558 -7.11253 -0.01
N -1.59502 -1.22697 -6.66583 -0.17
C -0.43591 -1.24177 -7.55669 -0.01
C -1.52007 -0.69027 -5.48527 -0.21
N -1.44986 -0.20946 -4.43413 0.07
H -3.21742 -1.34215 -7.99619 0.10
H -3.57789 -1.80231 -6.31819 0.09
H -2.64947 -2.90182 -7.35281 0.10
H -0.66224 -0.68513 -8.46625 0.10
H -0.18777 -2.27146 -7.81398 0.10
H 0.41266 -0.78376 -7.05620 0.10

Question: Look up the multiplicity of the first one.
Answer: 1